No. 1
Entry from the Open Molecules 2025 dataset: a molecular structure, C29H42Br2InN3O3S2Si (ωB97M-V/def2-TZVPD).

Properties
Orbital gap ... 7.273 eV
Total charge ... 0
E_HOMO ... -8.17 eV

Atoms and positions in Å:
In 1.30876 0.81659 -0.57117
Br 2.60206 1.43228 6.26338
C 2.28577 1.61432 4.41546
C 1.01375 1.90818 3.95716
C 0.83491 2.00072 2.58673
N 1.82851 1.83722 1.72342
C 3.05210 1.58006 2.17111
C 3.33168 1.44748 3.52419
C 4.09161 1.44268 1.11240
C 5.44157 1.54786 1.40724
C 6.35412 1.42493 0.37391
Br 8.19499 1.56272 0.73563
C 5.91032 1.20674 -0.91522
C 4.54345 1.12078 -1.11988
N 3.65314 1.24096 -0.13674
H 0.18694 2.04544 4.63830
H -0.13681 2.21096 2.15191
H 4.31904 1.19786 3.88230
H 5.77965 1.74018 2.41401
H 6.59539 1.10598 -1.74357
H 4.13539 0.93995 -2.10514
C 0.87230 -4.92836 -2.52487
C 0.19979 -4.51948 -1.22354
C 1.13009 -4.77918 -0.04353
C -1.12467 -5.25036 -1.04413
O -0.07438 -3.11381 -1.35656
Si -0.31447 -1.95824 -0.24212
S 1.46345 -1.26406 0.65984
O -1.37817 -2.55952 0.84186
C -1.83439 -2.14069 2.14107
C -1.68667 -0.63673 2.35451
C -1.02056 -2.90412 3.17751
C -3.30273 -2.53720 2.20255
O -0.85819 -0.61618 -1.01915
C -1.98656 -0.40762 -1.91438
C -3.01622 0.41170 -1.14640
C -2.58286 -1.73719 -2.35643
C -1.45668 0.36743 -3.10676
H 1.08698 -5.99834 -2.52611
H 1.80637 -4.38025 -2.65235
H 0.22154 -4.70017 -3.36971
H 1.37311 -5.84132 0.01737
H 0.65550 -4.48453 0.89417
H 2.05688 -4.21606 -0.16097
H -0.95973 -6.32836 -0.98921
H -1.78414 -5.04461 -1.88856
H -1.61475 -4.92104 -0.12753
H -0.63562 -0.35050 2.36637
H -2.13281 -0.36193 3.31273
H -2.19195 -0.07750 1.56608
H 0.03520 -2.64123 3.08912
H -1.12874 -3.97892 3.02217
H -1.35732 -2.66276 4.18727
H -3.87312 -1.98607 1.45291
H -3.72123 -2.32143 3.18710
H -3.41035 -3.60396 2.00223
H -3.46575 -0.18492 -0.35020
H -3.81446 0.73296 -1.81879
H -2.53904 1.29225 -0.71421
H -2.86317 -2.34537 -1.49405
H -1.87803 -2.30032 -2.96833
H -3.48207 -1.54402 -2.94367
H -1.04675 1.32771 -2.79011
H -2.26249 0.55399 -3.81917
H -0.67299 -0.19815 -3.61059
S 1.84727 1.34834 -5.23931
C 1.89846 0.89337 -3.70461
N 1.96397 0.54132 -2.58118
C -2.30150 4.76374 0.61097
C -1.63958 4.56796 -0.75932
C -2.71577 4.31848 -1.82388
C -0.82805 5.81661 -1.12718
C -0.73783 3.40628 -0.69826
C 0.00194 2.45030 -0.64800
H -2.97456 5.62335 0.58139
H -1.54932 4.94136 1.38143
H -2.88003 3.88147 0.88964
H -3.38225 5.18158 -1.88690
H -3.31195 3.43914 -1.57597
H -2.26085 4.15739 -2.80161
H -1.48624 6.68692 -1.17437
H -0.34760 5.69049 -2.09762
H -0.05260 6.00643 -0.38408

No. 2
Entry from the Open Molecules 2025 dataset: a molecular structure, C29H42Br42FIO4S (ωB97M-V/def2-TZVPD).

Properties
Orbital gap ... 8.123 eV
Total charge ... 0
E_HOMO ... -8.45 eV

Atoms and positions in Å:
C 4.06400 4.91622 4.70153
C 2.83142 5.44995 3.96356
C 2.85140 5.19049 2.42745
C 1.47081 4.75802 1.96384
C 1.41259 4.14917 0.54938
O 0.69810 2.93276 0.47124
C 1.29162 1.73810 0.86402
S 3.01606 1.82114 1.42978
C 1.25706 0.81288 -0.37778
C 1.77431 1.60617 -1.56925
O 2.09714 0.68505 -2.62921
C 3.41049 0.70750 -2.98484
C 4.13592 -0.59814 -2.88426
O 3.97992 1.72443 -3.37931
C 0.36318 1.11800 2.07680
I 1.49238 1.22434 3.95352
O -0.82652 1.84058 2.05457
C -1.44078 2.20237 3.26831
C 0.00967 -0.34815 1.84351
F -0.91758 -0.68228 2.83182
C 1.15958 -1.36032 1.98789
C 1.05856 -2.20740 3.24440
H 3.88312 3.91966 5.08260
H 4.21491 5.54496 5.56281
H 4.96198 4.89106 4.09709
H 2.68357 6.50538 4.16050
H 1.98009 4.90054 4.35154
H 3.09388 6.11761 1.92540
H 3.61727 4.45230 2.23632
H 0.80782 5.60867 1.99399
H 1.02797 4.01920 2.61937
H 0.82297 4.84845 -0.03361
H 2.37981 4.14749 0.06156
H 3.65085 0.93774 0.64131
H 1.84463 -0.08000 -0.24118
H 0.20919 0.62614 -0.58437
H 1.00193 2.24933 -1.95898
H 2.61768 2.23387 -1.31779
H 4.88196 -0.54483 -2.10313
H 4.64422 -0.81838 -3.80923
H 3.46408 -1.41952 -2.68586
H -2.43292 2.55296 3.00633
H -1.58205 1.37492 3.94652
H -0.95240 3.03702 3.74799
H -0.52399 -0.49208 0.92105
H 1.05044 -2.03264 1.14091
H 2.12967 -0.89938 1.87593
H 0.30292 -2.98443 3.19751
H 2.02818 -2.65848 3.41801
H 0.84871 -1.62576 4.12779
C -3.31595 -2.61812 0.72606
Br -4.73661 -3.80486 1.23986
Br -2.36856 -3.27627 -0.82081
Br -3.97505 -0.83037 0.46357
H -2.60874 -2.59216 1.54347
C -2.60692 -3.52262 5.54608
Br -4.06896 -4.68444 6.01356
Br -1.66842 -4.14958 3.98573
Br -3.18010 -1.69989 5.32698
H -1.90656 -3.54382 6.36652
C -0.20576 7.67524 4.67212
Br -1.10630 8.66915 6.05264
Br -0.54169 5.78718 4.81867
Br -0.64058 8.33855 2.91755
H 0.85429 7.82083 4.81400
C 3.13005 -4.65072 -5.36705
Br 4.71155 -3.86213 -6.13264
Br 3.26450 -4.81149 -3.45029
Br 1.53230 -3.71995 -5.89331
H 3.05617 -5.65291 -5.76069
C -1.84793 -6.01501 -4.66502
Br -1.04531 -4.75379 -3.44884
Br -3.19495 -5.18686 -5.75744
Br -0.53564 -6.93831 -5.73142
H -2.34202 -6.76175 -4.06403
C -4.45097 1.76625 -2.68139
Br -3.53339 0.21889 -3.36640
Br -3.26514 3.26026 -2.46446
Br -5.97841 2.23037 -3.76534
H -4.82401 1.50925 -1.70043
C -3.85018 -10.25079 -3.83616
Br -3.07045 -8.98440 -2.61030
Br -5.18833 -9.43615 -4.95508
Br -2.50856 -11.14999 -4.88089
H -4.34606 -10.99921 -3.23773
C 8.28564 -1.47132 2.09579
Br 8.57890 0.16419 1.12617
Br 7.23253 -1.17266 3.68002
Br 7.51810 -2.83773 0.97590
H 9.25276 -1.82865 2.41545
C -5.00486 -9.00315 -9.22852
Br -4.21113 -7.72093 -8.03352
Br -6.36008 -8.18699 -10.32102
Br -3.67921 -9.91768 -10.28471
H -5.49289 -9.74848 -8.61835
C -8.68441 -5.14203 -8.45754
Br -7.16446 -3.97305 -8.62436
Br -9.50002 -5.49791 -10.16566
Br -8.22335 -6.76970 -7.54426
H -9.41719 -4.63127 -7.85280
C -9.08353 1.43737 -1.45553
Br -8.04464 -0.02183 -0.75876
Br -10.78898 0.85108 -2.12748
Br -9.26700 2.85275 -0.16542
H -8.53355 1.84278 -2.29188
C 12.13118 2.08281 2.91213
Br 10.79777 2.99567 3.95703
Br 12.07663 0.18014 3.20183
Br 12.01103 2.53004 1.04402
H 13.09448 2.42198 3.25983
C -9.50621 6.81053 -0.73814
Br -8.77897 8.16116 0.42460
Br -10.90860 7.51011 -1.85537
Br -8.13304 5.95312 -1.77509
H -9.94958 6.05320 -0.10900
C 7.69468 4.10957 7.34768
Br 5.87049 4.64748 7.65224
Br 7.88185 2.36096 6.56871
Br 8.66854 5.43047 6.33933
H 8.15397 4.05489 8.32228

No. 3
Entry from the Open Molecules 2025 dataset: a molecular structure, C29H42BrN7ORuSi (ωB97M-V/def2-TZVPD).

Properties
Expectation value of S² ... 0.906
Orbital gap (spin up / spin down) ... 6.650 / 6.897 eV
Total charge ... +1
E_HOMO (spin up / spin down) ... -10.10 / -10.06 eV
Spin multiplicity ... 2

Atoms and positions in Å:
Ru -0.53179 -0.62194 0.14144
C -1.37902 -1.65336 -4.11858
C -1.50895 -1.71903 -2.62668
N -1.82325 -0.68921 -1.88499
N -2.19984 0.47152 -2.33737
C -2.19368 1.46121 -1.43789
O -1.81544 1.27207 -0.25314
C -2.60807 2.80142 -1.87188
C -3.00834 3.06896 -3.17932
C -3.37097 4.35452 -3.53480
C -3.35241 5.37260 -2.59394
C -2.94396 5.11371 -1.29541
C -2.58035 3.83389 -0.93315
C -1.30031 -2.94054 -1.89740
C -1.05005 -4.16864 -2.53103
C -0.93442 -5.31328 -1.77490
C -1.14305 -5.22401 -0.40025
C -1.36421 -3.97847 0.15723
N -1.38600 -2.85005 -0.54197
H -1.62734 -0.65380 -4.46589
H -2.06243 -2.36354 -4.58243
H -0.36165 -1.89296 -4.43443
H -3.03039 2.26430 -3.89680
H -3.66627 4.57232 -4.55007
H -3.65570 6.37051 -2.86930
H -2.90899 5.90910 -0.56593
H -2.27074 3.60719 0.07598
H -0.95491 -4.20859 -3.60429
H -0.70986 -6.26794 -2.22610
H -1.12396 -6.10142 0.22424
H -1.52521 -3.89102 1.22308
C 3.29392 -5.30209 -0.02093
C 2.41406 -4.42082 0.79858
C 1.98176 -4.83716 2.05903
C 1.09587 -4.05441 2.77230
C 0.68693 -2.86808 2.18717
Br -0.67949 -1.83708 3.01430
N 1.11606 -2.41967 1.01962
C 1.96424 -3.18771 0.33858
H 4.17587 -5.59814 0.54272
H 3.61660 -4.80646 -0.93085
H 2.75405 -6.21328 -0.28061
H 2.33267 -5.77063 2.46986
H 0.71506 -4.34475 3.73685
H 2.29502 -2.79093 -0.61336
C 3.95693 -0.23306 -2.38826
Si 2.87252 0.55495 -1.01616
C 3.62616 0.16290 0.69931
C 2.78703 2.45367 -1.19393
C 1.10424 -0.08348 -1.29048
H 4.96404 0.17179 -2.38059
H 3.54321 -0.04382 -3.37529
H 4.04364 -1.31022 -2.26833
H 4.70343 0.29419 0.66996
H 3.42586 -0.85322 1.02246
H 3.24637 0.83230 1.46424
H 3.77568 2.89826 -1.22073
H 2.24846 2.89908 -0.36210
H 2.27169 2.74588 -2.10310
H 1.10893 -1.02411 -1.85840
H 0.53537 0.67573 -1.84534
C -2.04209 2.43590 4.38706
N -1.69675 1.74487 3.16674
C -2.72965 0.85801 2.69802
C -0.49133 1.88339 2.57936
N 0.02891 0.96979 1.81473
N 0.20171 3.02899 2.95237
C 1.64309 3.03280 2.85424
C -0.40572 4.32515 2.70838
H -2.38280 1.70870 5.12857
H -2.84314 3.16168 4.22870
H -1.17700 2.95048 4.79019
H -3.60486 1.44758 2.40727
H -3.02365 0.16666 3.49443
H -2.38501 0.28454 1.83226
H 0.92414 1.25405 1.42481
H 2.02925 2.07591 3.20305
H 2.03197 3.81548 3.50450
H 2.01129 3.23115 1.83906
H -1.48337 4.23061 2.61775
H -0.01995 4.76102 1.78044
H -0.16969 5.00806 3.52756

No. 4
Entry from the Open Molecules 2025 dataset: a molecular structure, C29H42Cl4N6O2 (ωB97M-V/def2-TZVPD).

Properties
ΔE to the lowest compared entry with this formula, charge and spin ... 20.5779 eV
Orbital gap ... 7.779 eV
Total charge ... 0
E_HOMO ... -7.58 eV

Atoms and positions in Å:
N -0.22606 3.84790 -0.46550
C 0.73939 3.35360 0.33587
C 1.82543 4.15832 0.25608
C 1.52138 5.19840 -0.56126
C 0.20778 5.02330 -0.98824
H -1.17155 3.51359 -0.58545
H 0.54322 2.43935 0.87632
H 2.72909 3.89493 0.78564
H 2.10919 6.06602 -0.82227
H -0.51092 5.58495 -1.56656
N 0.45798 1.79258 -3.50060
C -0.56511 1.54731 -2.63601
C -0.12637 0.67307 -1.65862
C 1.13533 0.29046 -1.96955
C 1.55508 1.05158 -3.06024
H 0.33490 2.46520 -4.24392
H -1.55935 1.92224 -2.82920
H -0.74342 0.22708 -0.89263
H 1.59713 -0.49470 -1.38931
H 2.46901 1.01459 -3.63450
N 1.93131 -2.41919 -1.62007
C 2.49548 -1.86053 -2.71275
C 3.47913 -0.91148 -2.23598
C 3.32679 -0.78841 -0.87050
C 2.40748 -1.77334 -0.52900
H 1.34014 -3.23765 -1.64693
H 2.30451 -2.29117 -3.68460
H 4.08499 -0.34576 -2.92830
H 3.78320 -0.04945 -0.22861
H 1.95914 -2.04876 0.41415
N -0.34028 -0.78026 -3.35369
C -0.80859 -1.04345 -4.63828
C -1.19280 -2.33159 -4.63259
C -1.06857 -2.86332 -3.35987
C -0.60507 -1.84914 -2.55738
H -0.00514 0.11177 -3.01891
H -0.69980 -0.27086 -5.38505
H -1.56571 -2.84486 -5.50662
H -1.37974 -3.84174 -3.02480
H -0.39808 -1.84973 -1.49740
N -2.26998 -0.44804 4.50025
C -1.85028 -0.65415 5.76066
C -1.11415 -1.79993 5.90020
C -0.98637 -2.28850 4.60034
C -1.67922 -1.44149 3.73235
H -2.72470 0.39932 4.19153
H -2.12807 0.11641 6.46456
H -0.68329 -2.16814 6.81954
H -0.61822 -3.27286 4.35155
H -1.88422 -1.48522 2.67290
N -3.40124 0.79146 -1.97662
C -4.10765 0.93125 -0.81026
C -3.57317 0.02260 0.08317
C -2.53929 -0.68679 -0.59414
C -2.47416 -0.22620 -1.88208
H -3.54308 1.34878 -2.80691
H -4.83580 1.72484 -0.73014
H -3.94880 -0.25765 1.05618
H -1.96329 -1.51512 -0.20878
H -1.93179 -0.36101 -2.80624
C 0.36836 -0.45217 1.32284
Cl -0.83014 0.26860 2.42604
Cl 1.41003 0.85081 0.62606
Cl 1.40824 -1.54783 2.29908
Cl -0.44021 -1.42522 0.06678
C -1.90030 2.09370 0.57476
C -1.88818 3.40011 1.40785
O -3.09265 3.58707 2.13811
H -2.02039 1.23067 1.22962
H -0.96437 1.86353 0.06566
H -2.72838 2.09999 -0.13401
H -1.75083 4.25171 0.74149
H -0.99299 3.32755 2.02549
H -3.06873 4.44013 2.57780
C 2.89760 -3.43559 2.22344
C 4.04814 -3.99432 3.13425
O 4.74291 -3.09329 3.87557
H 3.41388 -3.31586 1.27096
H 2.68338 -2.41900 2.55324
H 1.94838 -3.96153 2.12122
H 4.75347 -4.54472 2.51160
H 3.49702 -4.62820 3.82892
H 5.39197 -3.60655 4.36229

No. 5
Entry from the Open Molecules 2025 dataset: 11 unconnected molecules or ions with the total composition C29H42ClO32 (ωB97M-V/def2-TZVPD).

Properties
Orbital gap ... 10.088 eV
Total charge ... -1
E_HOMO ... -8.40 eV

Atoms and positions in Å:
Cl 0.18618 -0.76069 0.54356
O -1.00567 -0.48290 1.32894
O 0.97579 0.45274 0.53005
O 0.88377 -1.82769 1.21576
O -0.15634 -1.11368 -0.80928
C -0.27000 1.38934 -3.87412
C 0.02501 1.98350 -2.48983
O 0.53218 3.27240 -2.71128
C 0.55719 3.53394 -4.05257
O 1.04935 4.50065 -4.53519
O 0.01599 2.50405 -4.74297
H -1.30086 1.07524 -3.99964
H 0.43167 0.59038 -4.10525
H 0.70707 1.31566 -1.96074
H -0.89207 2.04156 -1.90105
C -3.71019 2.82733 -0.36791
C -4.25735 1.52746 0.24460
O -5.02764 1.98674 1.36412
C -4.85169 3.30680 1.55196
O -5.30896 3.93498 2.44899
O -4.04512 3.82403 0.59509
H -4.10589 3.09877 -1.34399
H -2.62341 2.78717 -0.42396
H -3.47617 0.85414 0.59730
H -4.96811 0.99360 -0.38467
C 3.97883 0.13554 2.61070
C 3.07913 0.83371 3.62152
O 2.72160 -0.21375 4.50851
C 3.68949 -1.17827 4.45189
O 3.77235 -2.07672 5.22210
O 4.49237 -0.95190 3.40331
H 4.83232 0.71756 2.27941
H 3.39478 -0.31308 1.80659
H 2.17913 1.28642 3.20692
H 3.58031 1.64461 4.16207
C -3.71281 -2.39848 -1.39906
C -2.45095 -3.25736 -1.53474
O -1.96556 -2.91161 -2.84154
C -2.94173 -2.30246 -3.54557
O -2.86738 -2.07597 -4.71209
O -3.94741 -1.92935 -2.74100
H -3.57262 -1.52084 -0.77308
H -4.56743 -2.98687 -1.07855
H -2.63447 -4.33087 -1.52992
H -1.69801 -2.99487 -0.79715
C -3.07810 -2.90644 2.73171
C -3.42864 -1.91143 3.83612
O -4.56769 -1.24282 3.26143
C -5.09117 -1.97176 2.25853
O -6.08493 -1.68622 1.67253
O -4.27441 -3.00601 1.95601
H -2.88918 -3.89809 3.14802
H -2.23131 -2.69325 2.08064
H -2.66981 -1.18021 4.08998
H -3.79406 -2.43961 4.71662
C -0.65952 1.68245 3.93349
C -1.40298 2.87057 3.28033
O -2.66914 2.84890 3.91213
C -2.79913 1.80989 4.74594
O -3.76467 1.53000 5.36934
O -1.62464 1.12338 4.81828
H 0.20225 2.02214 4.51435
H -0.29436 0.92139 3.24557
H -1.45944 2.69939 2.20657
H -0.92407 3.82038 3.51158
C 0.74356 -2.39018 -4.26245
C 0.68018 -3.91273 -4.17374
O 1.92382 -4.37067 -4.68135
C 2.58478 -3.33510 -5.24543
O 3.55804 -3.42891 -5.92221
O 2.01545 -2.15979 -4.89064
H 0.62025 -1.90817 -3.29549
H -0.00940 -2.02193 -4.95775
H -0.17980 -4.35953 -4.67962
H 0.54882 -4.31234 -3.16514
C 3.71482 -0.18242 -1.52693
C 3.63077 1.34387 -1.38535
O 5.00425 1.71743 -1.22591
C 5.74134 0.61713 -0.94902
O 6.91509 0.59836 -0.78254
O 4.92986 -0.46353 -0.85011
H 3.83524 -0.45552 -2.57790
H 2.84205 -0.64765 -1.08024
H 3.10491 1.65588 -0.48176
H 3.19600 1.83602 -2.25274
C 1.27774 4.96384 1.15780
C 0.85904 3.60701 0.58081
O -0.47416 3.85707 0.16712
C -0.71869 5.19514 0.12774
O -1.71169 5.66427 -0.31153
O 0.39758 5.86742 0.49702
H 2.31597 5.18335 0.91803
H 1.15782 5.03501 2.23981
H 0.85746 2.80950 1.32487
H 1.47843 3.26179 -0.24594
C 2.73371 -3.73713 -1.29047
C 3.58608 -4.16248 -0.10776
O 3.47339 -3.27729 0.99332
H 2.98110 -2.72571 -1.60457
H 1.67423 -3.83939 -1.04205
H 2.95283 -4.34405 -2.17431
H 4.62692 -4.11998 -0.44031
H 3.36981 -5.19449 0.18805
H 2.54074 -3.04773 1.08129

Question: Which of these has the lowest total charge?
Answer: C29H42ClO32